Entry 1:
{
  "formula": "C8H16",
  "method": "wB97M-V/def2-TZVPD",
  "species": ["C", "C", "C", "C", "H", "H", "H", "H", "H", "H", "H", "H", "C", "C", "C", "C", "H", "H", "H", "H", "H", "H", "H", "H"],
  "coordinates": [[-0.7067, 5.1629, 1.5137], [0.5047, 4.7083, 1.0882], [0.9646, 4.9147, -0.3236], [1.4178, 3.9077, 1.9340], [-1.0392, 4.9033, 2.5252], [-1.3944, 5.7380, 0.8832], [0.9601, 3.9706, -0.8938], [1.9923, 5.3151, -0.3141], [0.3097, 5.6388, -0.8368], [1.2748, 4.2443, 2.9746], [2.4795, 4.0377, 1.6649], [1.1684, 2.8349, 1.8738], [0.5862, -2.4211, -2.6116], [1.3341, -3.5506, -2.3687], [2.6397, -3.5985, -1.6264], [0.9324, -4.8567, -3.0667], [-0.3804, -2.4940, -3.1230], [0.8831, -1.4411, -2.2207], [2.6091, -4.3857, -0.8544], [2.8167, -2.6282, -1.1326], [3.4825, -3.8058, -2.3070], [0.6940, -5.6946, -2.3902], [1.6284, -5.2180, -3.8425], [0.0017, -4.5241, -3.5564]],
  "lowdin_charge": [0.028, -0.448, -0.090, -0.093, 0.057, 0.057, 0.086, 0.078, 0.076, 0.081, 0.080, 0.089, 0.029, -0.411, -0.092, -0.087, 0.052, 0.053, 0.081, 0.074, 0.083, 0.077, 0.080, 0.060],
  "smiles": "C=C(C)C.C=C(C)C",
  "orbital_gap_ha": 0.3663,
  "relative_energy_kcal_mol": 25.6,
  "total_charge": 0
}



Entry 2:
{
  "formula": "C8H16",
  "method": "wB97M-V/def2-TZVPD",
  "species": ["C", "C", "C", "H", "H", "H", "H", "H", "H", "H", "H", "C", "C", "C", "C", "C", "H", "H", "H", "H", "H", "H", "H", "H"],
  "coordinates": [[-1.7144, 0.2992, -0.0411], [-1.7650, 1.3401, 1.0514], [-2.0191, -1.0950, 0.4554], [-2.3852, 0.5830, -0.8517], [-0.5535, 0.0988, -0.8527], [-2.7139, 1.3057, 1.5945], [-1.6482, 2.3466, 0.6518], [-0.9797, 1.1484, 1.7832], [-2.9393, -1.1235, 1.0462], [-1.1924, -1.4415, 1.0769], [-2.1305, -1.7894, -0.3754], [1.4997, -1.5170, -0.8495], [1.0985, -0.0500, -0.9030], [1.3651, 0.7391, 0.3266], [1.3273, 0.6440, -2.0838], [1.9584, 0.3038, 1.4412], [1.0647, 1.7791, 0.2486], [1.3371, -1.9941, -1.8142], [2.5575, -1.6255, -0.6103], [0.9314, -2.0435, -0.0834], [1.1416, 0.1912, -3.0464], [1.5140, 1.7067, -2.0774], [2.2271, -0.7305, 1.5903], [2.0186, 0.9242, 2.3227]],
  "lowdin_charge": [-0.323, -0.136, -0.147, 0.086, 0.165, 0.074, 0.068, 0.058, 0.069, 0.062, 0.068, -0.066, -0.434, -0.187, 0.048, 0.027, 0.105, 0.079, 0.087, 0.068, 0.061, 0.060, 0.053, 0.055],
  "orbital_gap_ha": 0.3151,
  "relative_energy_kcal_mol": 68.1,
  "total_charge": 0
}



Entry 3:
{
  "formula": "C8H16BrO4S2",
  "method": "wB97M-V/def2-TZVPD",
  "species": ["Br", "C", "C", "C", "S", "O", "O", "C", "H", "H", "H", "H", "H", "H", "H", "H", "C", "C", "C", "S", "O", "O", "C", "H", "H", "H", "H", "H", "H", "H", "H"],
  "coordinates": [[1.4178, 0.1586, -0.3630], [-1.2635, 3.4436, -3.9982], [-1.1636, 3.6664, -2.4533], [-1.4844, 2.3385, -1.7541], [-2.2226, 1.2720, -2.9940], [-3.5951, 1.6636, -3.2257], [-1.8934, -0.1096, -2.7955], [-1.1638, 1.9613, -4.2628], [-0.5739, 4.0778, -4.5556], [-2.2520, 3.7879, -4.3211], [-1.8206, 4.4909, -2.1959], [-0.1166, 3.8836, -2.2452], [-2.0731, 2.4282, -0.8443], [-0.5540, 1.8472, -1.4556], [-1.4394, 1.6101, -5.2556], [-0.1703, 1.5562, -4.0534], [2.2461, -2.9817, 3.9966], [2.0739, -1.5418, 3.4705], [0.6374, -1.3687, 3.0119], [0.1632, -3.0060, 2.3814], [0.1409, -3.0349, 0.9478], [-0.9611, -3.5107, 3.1473], [1.6990, -3.8384, 2.8705], [1.6199, -3.0912, 4.8849], [3.2993, -3.1755, 4.1916], [2.8148, -1.3025, 2.7038], [2.3336, -0.7964, 4.2317], [0.5674, -0.7710, 2.0976], [-0.0700, -1.0792, 3.7816], [2.2932, -3.6930, 1.9672], [1.5109, -4.8853, 3.0888]],
  "lowdin_charge": [-0.547, -0.240, -0.196, -0.247, 0.641, -0.336, -0.318, -0.245, 0.105, 0.101, 0.102, 0.109, 0.107, -0.006, 0.105, 0.113, -0.230, -0.237, -0.236, 0.649, -0.337, -0.356, -0.238, 0.112, 0.107, 0.111, 0.109, -0.005, 0.099, 0.104, 0.099],
  "orbital_gap_ha": 0.2587,
  "relative_energy_kcal_mol": 12.2,
  "total_charge": -1
}



Entry 4:
{
  "formula": "C8H16Cl2N2OPt",
  "method": "wB97M-V/def2-TZVPD",
  "species": ["Pt", "Cl", "Cl", "C", "H", "H", "C", "C", "H", "C", "H", "C", "H", "H", "C", "H", "H", "C", "H", "H", "H", "H", "N", "C", "N", "O", "H", "H", "H", "H"],
  "coordinates": [[1.0442, -0.4648, 0.2652], [0.4020, -2.6235, -0.2163], [1.7088, 1.4085, 1.5395], [2.8838, -0.5969, -0.1757], [3.2897, 0.4366, -0.3038], [2.9578, -1.1542, -1.1371], [-0.6772, 0.9408, -0.6306], [0.4814, 0.6941, -1.2899], [-0.6382, 1.5240, 0.2798], [0.6197, -0.2364, -2.4819], [1.3214, 1.3929, -1.2333], [-0.6062, -0.2273, -3.3509], [1.5222, 0.0799, -2.9932], [0.8120, -1.2599, -2.1448], [-1.8906, -0.2799, -2.4708], [-0.5550, 0.7110, -3.9226], [-0.5520, -1.0703, -4.0570], [-1.8937, 0.9328, -1.4543], [-2.7842, -0.2646, -3.1277], [-1.8963, -1.2347, -1.9057], [-1.7421, 1.8167, -2.1212], [-2.8832, 1.0690, -0.9614], [0.0429, 0.9574, 4.0272], [-0.2868, -0.3443, 3.7524], [-0.2915, -1.1643, 4.8489], [-0.5988, -0.7714, 2.6377], [0.4580, 1.1557, 4.9255], [0.3981, 1.4819, 3.2297], [-0.5876, -2.1112, 4.7144], [-0.0588, -0.7972, 5.7580]],
  "lowdin_charge": [0.902, 0.003, 0.111, -0.330, -0.035, -0.014, -0.197, -0.437, 0.076, -0.264, 0.098, -0.195, 0.117, 0.016, -0.161, 0.116, 0.118, -0.158, 0.111, 0.104, 0.136, 0.125, 0.114, -0.678, 0.148, -0.072, 0.094, -0.045, 0.103, 0.095],
  "orbital_gap_ha": [0.2633, 0.2477],
  "spin_multiplicity": 5,
  "relative_energy_kcal_mol": 0.0,
  "total_charge": 0
}



Entry 5:
{
  "formula": "C8H16Cl8",
  "method": "wB97M-V/def2-TZVPD",
  "species": ["Cl", "C", "C", "Cl", "H", "H", "H", "H", "Cl", "C", "C", "Cl", "H", "H", "H", "H", "Cl", "C", "C", "Cl", "H", "H", "H", "H", "Cl", "C", "C", "Cl", "H", "H", "H", "H"],
  "coordinates": [[-3.0609, -5.2676, -2.2487], [-2.3939, -4.0199, -1.1507], [-1.5091, -3.0464, -1.9365], [-2.4449, -2.1905, -3.1777], [-1.7690, -4.4867, -0.3911], [-3.1602, -3.4424, -0.6428], [-0.6470, -3.5053, -2.4121], [-1.1277, -2.2834, -1.2565], [4.3911, 3.7424, -1.6310], [2.8371, 3.3523, -0.9020], [3.0549, 3.0766, 0.5728], [1.4938, 2.8250, 1.4241], [2.4313, 2.4713, -1.3914], [2.2184, 4.2351, -1.0367], [3.5659, 3.9138, 1.0413], [3.6495, 2.1803, 0.7139], [2.4609, -1.4243, -1.4441], [1.5003, -0.5675, -0.2078], [1.9179, -0.9137, 1.2020], [3.6103, -0.4699, 1.5247], [0.4541, -0.8494, -0.3312], [1.4979, 0.5026, -0.4065], [1.8148, -1.9882, 1.3413], [1.2654, -0.3962, 1.8996], [-1.8908, 0.6136, -0.4892], [-2.6291, 1.5936, 0.8014], [-3.0878, 0.7161, 1.9609], [-1.6754, -0.1077, 2.7487], [-3.5440, 2.0428, 0.4089], [-1.9101, 2.3721, 1.0280], [-3.8140, -0.0199, 1.6381], [-3.4998, 1.3413, 2.7501]],
  "lowdin_charge": [0.531, -0.647, -0.676, 0.533, 0.072, 0.069, 0.069, 0.028, 0.581, -0.679, -0.661, 0.551, 0.060, 0.067, 0.067, 0.020, 0.546, -0.691, -0.657, 0.566, 0.008, 0.028, 0.071, 0.037, 0.573, -0.637, -0.612, 0.513, 0.076, 0.057, 0.069, 0.068],
  "smiles": "ClCCCl.ClCCCl.ClCCCl.ClCCCl",
  "orbital_gap_ha": 0.4074,
  "relative_energy_kcal_mol": 3.9,
  "total_charge": 0
}



Entry 6:
{
  "formula": "C8H16FN4",
  "method": "wB97M-V/def2-TZVPD",
  "species": ["C", "C", "C", "C", "C", "C", "N", "N", "N", "C", "C", "F", "N", "H", "H", "H", "H", "H", "H", "H", "H", "H", "H", "H", "H", "H", "H", "H", "H"],
  "coordinates": [[3.8815, -0.2344, 1.1156], [2.5664, 0.3193, 0.3587], [2.9458, 1.6668, -0.4296], [2.0610, -0.8466, -0.5802], [0.7341, -0.4685, -1.4108], [-0.5285, -0.4909, -0.4919], [-0.4836, -0.3861, 0.9176], [-1.7520, -0.4169, 1.3218], [-2.5284, -0.5433, 0.2634], [-3.9756, -0.6092, 0.5924], [-4.7544, 0.7584, 0.3815], [-4.5562, -1.6909, -0.0755], [-1.8750, -0.6215, -0.8997], [3.9544, -1.3428, 0.9183], [4.8125, 0.2423, 0.7066], [3.7500, -0.1020, 2.2258], [1.8518, 0.6178, 1.1723], [3.1036, 1.4208, -1.5167], [2.0487, 2.3630, -0.3903], [3.8432, 2.1027, 0.0818], [2.8904, -1.1926, -1.2628], [1.7770, -1.7239, 0.0849], [0.6531, -1.0952, -2.3395], [0.8637, 0.6068, -1.7607], [-4.0353, -0.8299, 1.7013], [-5.6104, 0.7473, 1.1271], [-5.2225, 0.8478, -0.6433], [-4.1103, 1.6381, 0.6518], [-2.3052, -0.7365, -1.8200]],
  "lowdin_charge": [-0.075, -0.402, -0.081, -0.182, -0.093, -0.118, 0.148, 0.139, -0.088, -0.269, -0.005, 0.024, 0.235, 0.072, 0.079, 0.084, 0.107, 0.080, 0.078, 0.079, 0.133, 0.119, 0.127, 0.125, 0.171, 0.104, 0.098, 0.096, 0.213],
  "smiles": "CC(C)CCc1nnn([C@@H](C)F)[nH+]1",
  "orbital_gap_ha": 0.3379,
  "relative_energy_kcal_mol": 88.3,
  "total_charge": 1
}



Entry 7:
{
  "formula": "C8H16FNO6",
  "method": "wB97M-V/def2-TZVPD",
  "species": ["N", "H", "H", "H", "H", "F", "C", "C", "C", "O", "C", "O", "O", "H", "H", "H", "H", "H", "H", "C", "C", "C", "O", "C", "O", "O", "H", "H", "H", "H", "H", "H"],
  "coordinates": [[14.1380, 21.0140, 30.5290], [13.8660, 20.8460, 31.4430], [14.1190, 20.5950, 29.7580], [15.0760, 21.4010, 30.3760], [13.7870, 21.8680, 30.3840], [15.3500, 23.2420, 31.9410], [11.3940, 24.0750, 35.7520], [12.8710, 23.7350, 35.4110], [13.6320, 24.8850, 34.6240], [14.6800, 25.2490, 35.4500], [14.7120, 24.5850, 36.5770], [15.5820, 24.6440, 37.4620], [13.6260, 23.7520, 36.6020], [10.6580, 23.4280, 36.4890], [10.9780, 24.3290, 34.7800], [11.5690, 25.0520, 36.1090], [13.2130, 22.7280, 34.9230], [12.7380, 25.5870, 34.3280], [13.8210, 24.5710, 33.5690], [17.5520, 22.3740, 27.7580], [18.1500, 23.5500, 28.5560], [17.9780, 23.4640, 30.1310], [19.3130, 23.5470, 30.5820], [20.2020, 23.7450, 29.5490], [21.4400, 23.6980, 29.7190], [19.5910, 23.6650, 28.3870], [17.8790, 21.4450, 28.2390], [17.9020, 22.3440, 26.9170], [16.4020, 22.5630, 27.6910], [17.7960, 24.4260, 28.0260], [17.5080, 22.4570, 30.5200], [17.3190, 24.3620, 30.5190]],
  "lowdin_charge": [0.390, 0.142, 0.055, 0.146, 0.086, -0.693, -0.034, -0.322, -0.128, 0.108, -0.513, 0.110, 0.031, 0.147, 0.063, 0.052, 0.171, 0.145, 0.109, -0.011, -0.258, -0.114, 0.035, -0.514, 0.093, 0.085, 0.096, -0.035, 0.128, 0.140, 0.135, 0.153],
  "orbital_gap_ha": 0.3000,
  "relative_energy_kcal_mol": 58.2,
  "total_charge": 0
}



Entry 8:
{
  "formula": "C8H16IN2O",
  "method": "wB97M-V/def2-TZVPD",
  "species": ["C", "C", "C", "C", "C", "C", "C", "C", "N", "N", "O", "I", "H", "H", "H", "H", "H", "H", "H", "H", "H", "H", "H", "H", "H", "H", "H", "H"],
  "coordinates": [[-0.6960, -1.4102, -1.6188], [0.2156, -0.4081, -1.5937], [0.0269, -0.1635, 0.6947], [-1.0322, -2.0288, -0.3572], [-1.8081, -3.3727, -0.3377], [2.5889, 1.3764, 0.7566], [1.0533, 2.2852, -0.8439], [1.8217, 1.0565, -0.5288], [-0.4123, -1.4893, 0.7390], [1.0259, -0.2266, -0.4077], [-3.0218, -0.0983, 0.2146], [-4.7853, 0.4481, 0.4989], [-1.1975, -1.8162, -2.4887], [0.5371, 0.1599, -2.4887], [-0.8139, 0.5085, 0.5332], [0.4734, 0.2059, 1.6561], [-1.1779, -4.0735, -0.9310], [-2.7956, -3.2149, -0.7755], [-1.8393, -3.7714, 0.6291], [2.9871, 0.4464, 1.1912], [3.3830, 1.9920, 0.5411], [2.0402, 1.9243, 1.5900], [1.8689, 3.0913, -0.8958], [0.3866, 2.3890, 0.1127], [0.4574, 2.3059, -1.8193], [2.6537, 0.7858, -1.3100], [-0.6105, -1.9586, 1.6157], [1.8880, -0.9315, -0.3948]],
  "lowdin_charge": [-0.024, -0.097, -0.147, -0.272, 0.004, -0.067, -0.064, -0.419, 0.042, -0.057, -0.954, 1.033, 0.128, 0.134, 0.120, 0.160, 0.102, 0.091, 0.053, 0.095, 0.057, 0.118, 0.127, 0.122, 0.107, 0.190, 0.161, 0.256],
  "orbital_gap_ha": [0.3347, 0.1772],
  "relative_energy_kcal_mol": 63.3,
  "total_charge": 1
}